69
Properties=species:S:1:pos:R:3 method="wB97M-V/def2-TZVPD" gap_ev=7.36 e_homo_ha=-0.185 charge=-1 lumo_ha=0.08569 e_tot_ha=-2404.916773
Cd 0.986 -0.701 -1.953
N 2.837 2.169 -2.664
C 3.591 1.093 -2.217
N 4.903 1.174 -2.101
N 5.268 -0.047 -1.638
N 4.236 -0.799 -1.482
N 3.133 -0.098 -1.845
C 1.468 2.361 -2.595
N 0.912 3.524 -2.891
N -0.408 3.314 -2.698
N -0.626 2.107 -2.311
N 0.568 1.458 -2.227
H 3.368 2.984 -2.916
C -5.080 -0.839 -1.799
C -4.006 -0.010 -2.514
C -4.187 -0.084 -4.033
C -4.037 1.447 -2.036
C -2.680 -0.565 -2.178
N -1.611 -0.927 -1.985
H -6.059 -0.399 -1.993
H -4.909 -0.851 -0.722
H -5.082 -1.869 -2.158
H -5.190 0.264 -4.288
H -4.069 -1.107 -4.393
H -3.456 0.545 -4.539
H -5.014 1.876 -2.267
H -3.259 2.033 -2.526
H -3.872 1.509 -0.959
O 1.077 -3.202 -1.971
S 1.090 -3.090 -3.467
N 0.872 -1.742 -4.012
C -0.202 2.207 1.189
C -0.600 0.857 1.804
C -2.015 0.515 1.325
C -0.580 1.002 3.325
P 0.604 -0.395 1.083
C 2.168 0.132 1.886
C 2.994 0.950 1.117
C 4.207 1.421 1.601
C 4.615 1.078 2.880
C 3.802 0.272 3.668
C 2.591 -0.193 3.177
C 0.234 -2.130 1.713
C -0.279 -2.316 3.142
C 1.532 -2.927 1.509
C -0.821 -2.729 0.767
H -0.910 2.969 1.533
H -0.238 2.186 0.100
H 0.798 2.512 1.501
H -2.683 1.351 1.562
H -2.410 -0.377 1.816
H -2.036 0.364 0.246
H -1.272 1.804 3.604
H 0.411 1.282 3.686
H -0.893 0.100 3.846
H 2.690 1.207 0.112
H 4.833 2.031 0.962
H 5.567 1.428 3.260
H 4.113 -0.002 4.669
H 1.981 -0.816 3.814
H 0.384 -1.918 3.908
H -0.383 -3.390 3.329
H -1.265 -1.868 3.277
H 2.295 -2.665 2.242
H 1.955 -2.773 0.513
H 1.309 -3.994 1.606
H -1.770 -2.193 0.811
H -1.004 -3.767 1.066
H -0.483 -2.742 -0.269

10
Properties=species:S:1:pos:R:3 method="wB97M-V/def2-TZVPD" gap_ev=5.17 e_homo_ha=-0.481 charge=+1 lumo_ha=-0.29080 e_tot_ha=-951.806604
C -1.010 0.435 0.470
N -1.811 -0.481 1.079
N 0.027 0.007 -0.220
P 3.068 -0.260 -1.149
Cl 3.330 1.693 -0.966
H -1.589 -1.430 1.000
H -2.701 -0.200 1.672
H -0.125 -1.072 -0.355
H 1.999 -0.175 -2.014
H -1.188 1.483 0.484

17
Properties=species:S:1:pos:R:3 method="wB97M-V/def2-TZVPD" gap_ev=11.09 e_homo_ha=-0.383 lumo_ha=0.02437 e_tot_ha=-384.108844 smiles="CCC(=O)OC.O"
O 1.826 -0.380 1.390
O -0.305 -1.286 1.233
C 0.711 -0.525 0.858
C -0.214 -1.896 2.510
C -0.901 1.049 -0.651
C 0.390 0.149 -0.521
H -0.184 -1.161 3.332
H 0.758 -2.418 2.470
H -1.002 -2.636 2.729
H -0.832 1.664 -1.564
H -1.045 1.719 0.214
H -1.782 0.391 -0.736
H 0.368 -0.724 -1.200
H 1.310 0.724 -0.741
O 0.348 1.862 -3.497
H -0.403 1.391 -3.071
H 0.958 2.078 -2.756